No. 1
ORCA calculation (ωB97M-V/def2-TZVPD) on a 7-piece molecular cluster, C30H65F4N10O12S4 overall at a distorted geometry.

Results
Spin multiplicity: 1
Calculated total energy in hartree: -4623.58093
Charge: +3
HOMO level in eV: -13.851
Lowest unoccupied orbital energy in eV: -6.746
Frontier orbital gap in eV: 7.105
Maximum force in hartree/bohr: 0.2312

Each line ends with the Mulliken charge.
Cartesian coordinates (Å):
S1 24.50186 -15.41829 -10.28775  1.090
S2 21.26427 -18.94590 -6.04924  0.087
S3 21.49076 -18.09668 -8.12501  0.959
S4 25.35256 -16.48274 -12.27235  1.066
F1 24.52688 -13.91504 -9.79596  -0.325
F2 20.50102 -20.11015 -5.20623  -0.399
F3 21.43877 -18.73112 -9.63637  -0.416
F4 24.95731 -16.35603 -13.85727  -0.324
O1 22.61193 -19.11225 -5.57301  -0.767
O2 20.50493 -17.86703 -5.47199  -0.244
O3 18.89298 -21.87656 -11.23751  -0.387
O4 22.34215 -17.83102 -2.51673  0.069
O5 24.71633 -17.75844 -11.90588  -0.469
O6 20.44436 -23.62331 -7.68860  -0.321
O7 20.49451 -17.03642 -8.21283  -0.642
O8 26.80133 -16.35877 -12.29064  -0.617
O9 22.91297 -17.78722 -8.02523  -0.340
O10 25.56587 -15.95398 -9.51731  -0.577
O11 23.16250 -15.74214 -9.81115  -0.485
O12 22.12508 -21.32573 -1.71159  -0.318
N1 19.20732 -21.33759 -8.42070  0.542
N2 16.65529 -15.44288 -3.51985  0.293
N3 27.35963 -21.43847 -10.50402  0.165
N4 17.09847 -17.27842 -4.71315  0.253
N5 21.96952 -13.98510 -6.06050  0.413
N6 25.24209 -20.77739 -10.24808  0.608
N7 20.96120 -19.49877 -7.36486  -0.044
N8 24.64096 -15.18511 -11.93572  -0.410
N9 23.33798 -15.01985 -4.45062  0.404
N10 24.38254 -19.64062 -2.85728  0.358
C1 19.22388 -21.95811 -12.66238  -0.723
C2 21.60887 -13.59399 -4.80071  -0.510
C3 15.58560 -13.34780 -4.17669  -1.175
C4 21.65387 -21.99574 -2.89946  -0.635
C5 27.37265 -20.11705 -10.01444  -0.747
C6 23.81345 -20.70877 -10.26148  -0.800
C7 25.99206 -21.75989 -10.74505  -0.191
C8 21.43934 -13.67005 -7.35456  -0.148
C9 19.68318 -23.01508 -6.62587  0.060
C10 28.39395 -22.31938 -10.79690  -0.796
C11 23.04001 -18.20853 -1.32532  -0.627
C12 21.62439 -12.15828 -7.79209  -1.305
C13 26.06064 -19.71228 -9.89967  -0.384
C14 24.46913 -21.08152 -2.47620  -0.864
C15 16.57289 -16.51862 -2.69760  -0.411
C16 18.79546 -20.48281 -10.75195  -0.547
C17 16.49289 -14.06435 -3.15314  -0.308
C18 22.49070 -14.12264 -3.82850  -0.463
C19 17.07684 -15.87988 -4.72640  -0.388
C20 17.56548 -18.09139 -5.86722  -0.899
C21 24.45845 -18.68098 -1.64761  -0.836
C22 18.65303 -22.05889 -7.19451  -0.553
C23 18.30541 -20.41897 -9.29138  -0.106
C24 21.24619 -24.73487 -7.28292  -0.968
C25 23.46275 -21.55897 -1.35715  -0.609
C26 20.90480 -17.66817 -2.31106  -0.907
C27 23.32106 -21.37437 -9.01813  -0.512
C28 24.31816 -15.83544 -3.78682  -0.989
C29 23.01326 -14.94091 -5.82151  -0.899
C30 16.78454 -17.72536 -3.41655  -0.385
H1 24.34720 -16.89816 -4.02737  0.288
H2 25.46363 -21.34955 -2.11949  0.453
H3 15.42087 -12.29429 -3.95068  0.392
H4 19.76648 -20.05622 -11.00342  0.118
H5 22.46465 -18.95313 -0.77521  0.458
H6 24.90290 -19.23019 -0.81759  0.501
H7 17.71588 -22.53581 -7.48156  0.621
H8 17.33702 -15.24985 -5.56411  0.363
H9 25.58853 -18.78689 -9.60442  0.568
H10 21.75684 -23.07912 -2.96089  0.451
H11 16.71359 -18.24022 -6.53072  0.574
H12 25.57686 -22.71603 -11.02756  0.398
H13 17.48897 -13.62609 -3.21535  0.234
H14 22.12292 -21.56347 -3.78334  0.141
H15 23.68882 -21.22874 -0.34328  0.357
H16 28.32301 -19.65915 -9.78305  0.481
H17 18.22874 -17.56475 -6.55340  0.183
H18 24.19138 -15.79960 -2.70481  0.268
H19 22.27919 -21.69143 -9.06371  0.027
H20 18.11161 -19.94729 -11.41049  0.560
H21 14.61130 -13.75628 -3.90838  0.338
H22 23.37590 -19.71183 -10.31399  0.211
H23 16.85520 -18.74454 -3.06630  0.500
H24 16.11201 -13.98433 -2.13499  0.349
H25 16.32641 -16.41866 -1.65087  0.458
H26 23.46161 -15.40474 -6.68768  0.790
H27 20.56854 -25.58394 -7.19360  0.401
H28 20.45073 -17.13027 -3.14327  0.005
H29 22.57312 -14.05820 -2.75358  0.516
H30 20.22359 -22.43107 -5.88089  -0.195
H31 23.41831 -21.35282 -11.04707  0.402
H32 24.98075 -17.79667 -2.01271  0.473
H33 23.35409 -20.69122 -8.16942  -0.002
H34 21.30484 -11.43625 -7.04066  0.408
H35 20.59699 -21.81659 -3.09695  0.219
H36 18.46935 -21.90197 -13.44700  0.274
H37 18.45771 -19.43481 -8.84827  -0.011
H38 28.73386 -22.68888 -9.82942  0.370
H39 20.78819 -12.90065 -4.69049  0.591
H40 21.59636 -24.76755 -6.25122  0.324
H41 21.64294 -14.47148 -8.06473  0.237
H42 19.14926 -23.76065 -6.03667  0.518
H43 23.05151 -17.34766 -0.65684  0.467
H44 24.31025 -21.64991 -3.39260  0.502
H45 17.24172 -20.59220 -9.12812  0.527
H46 20.36153 -13.78402 -7.23863  0.144
H47 23.59005 -22.63537 -1.24209  0.482
H48 15.85573 -13.50489 -5.22093  0.383
H49 25.29197 -15.37467 -3.95260  0.471
H50 22.05042 -24.93305 -7.99146  0.300
H51 21.02853 -12.08285 -8.70168  0.380
H52 18.38442 -21.25448 -6.50976  0.009
H53 23.65616 -19.46436 -3.53655  -0.199
H54 20.50800 -18.67418 -2.17468  0.307
H55 25.21283 -19.37333 -3.36649  0.391
H56 28.01791 -23.14945 -11.39497  0.282
H57 19.71243 -22.92196 -12.80527  0.271
H58 22.65524 -11.83704 -7.94132  0.362
H59 20.52055 -17.12944 -1.44490  0.478
H60 23.82177 -22.31123 -8.77387  0.549
H61 29.26014 -21.87305 -11.28538  0.337
H62 19.77021 -22.01115 -8.92026  0.666
H63 19.94890 -21.16549 -12.84729  0.316
H64 19.86602 -20.67186 -8.04251  0.159
H65 17.91235 -19.08330 -5.57756  0.203

Atomic forces in eV per Å
S -3.32 2.98 1.20
S 0.02 -1.27 11.82
S 1.21 2.31 -7.20
S 2.92 -3.38 -5.78
F 0.35 0.72 -0.66
F 0.01 -0.81 -0.19
F -0.33 0.18 1.55
F 0.46 -0.54 1.11
O 0.09 0.31 -0.30
O 0.77 0.86 -1.38
O -0.88 0.99 0.16
O -0.41 0.48 0.46
O 0.91 1.55 0.34
O -0.01 1.33 1.10
O 1.39 -1.92 0.90
O -1.85 -0.92 0.59
O -2.81 -0.86 1.09
O 1.07 -1.20 -0.32
O 0.79 -0.47 -1.16
O -0.90 0.06 -0.26
N -1.14 0.13 0.53
N 1.12 -2.21 -1.27
N -6.10 2.20 -0.76
N 0.91 1.91 0.57
N 4.46 -4.28 3.60
N 2.19 1.40 -1.53
N 0.05 1.53 -5.46
N -1.59 1.04 5.14
N -2.74 1.22 -4.12
N 1.53 0.27 1.45
C 1.11 0.07 0.84
C 0.94 0.55 1.31
C -0.94 -0.45 1.48
C 0.19 0.50 -0.48
C -0.79 -1.35 -0.33
C -1.55 -1.36 0.04
C 2.60 0.73 1.84
C -1.68 1.63 -0.52
C -0.02 -0.33 -0.08
C 2.01 -1.55 0.36
C -1.06 0.16 0.41
C 0.53 -1.23 0.24
C 0.52 -0.53 0.41
C -0.56 -1.24 0.84
C -0.53 -2.67 -0.07
C -0.27 -1.52 -1.54
C 0.60 1.98 -0.91
C -1.29 -0.27 -1.44
C -0.76 -2.44 0.62
C -1.43 0.14 -0.78
C -2.03 0.30 -1.23
C -0.85 0.62 -1.40
C 1.10 -0.66 -0.01
C -1.06 -1.13 0.53
C 0.20 -0.65 -1.48
C 0.13 -0.70 0.00
C -0.99 -0.34 1.66
C 1.50 0.17 0.66
C -1.17 1.94 0.70
C 0.44 3.65 -0.23
H -0.47 0.35 -0.69
H 0.16 0.49 -0.09
H 0.68 0.06 -0.08
H 0.21 0.38 0.91
H 0.03 -0.40 -0.18
H 0.23 0.39 -0.19
H 0.20 -0.18 -0.23
H -0.15 -0.24 0.00
H 0.36 0.13 -0.03
H 0.49 -0.12 0.67
H -0.46 -0.25 0.29
H 0.41 0.01 -0.27
H 0.08 0.09 0.44
H 0.32 -0.02 -0.12
H -0.27 0.80 -0.20
H -0.27 0.25 -0.12
H 0.60 0.14 0.85
H -0.51 0.30 -0.12
H -0.22 0.25 -0.42
H -0.40 0.13 0.28
H -0.35 -0.20 -0.90
H 0.79 0.08 -0.48
H -0.17 0.12 -0.27
H 0.04 -0.13 -0.18
H -0.09 0.06 -0.13
H 0.37 -0.40 0.26
H 0.00 -0.43 -0.77
H 0.50 -0.49 -0.36
H -0.44 0.39 -0.14
H 1.03 -0.19 -0.27
H 0.34 0.51 -0.63
H 0.57 -0.40 0.36
H 0.35 -0.13 0.22
H -0.67 -0.36 0.13
H -0.05 0.37 0.82
H -0.81 0.28 0.75
H 0.26 0.22 -0.36
H 0.33 -0.44 -0.15
H 0.20 0.06 0.28
H 0.54 1.19 0.09
H 0.91 0.37 -0.15
H -0.13 -0.30 -0.14
H 0.49 0.15 0.15
H -0.09 0.01 0.09
H 0.17 -0.82 -0.31
H -0.25 0.05 0.10
H 0.44 -0.29 -0.37
H -0.08 0.05 0.20
H 0.15 -0.26 -0.22
H -0.26 0.25 0.04
H 0.23 0.41 0.03
H 0.17 -0.23 0.31
H -1.28 0.40 0.05
H -0.29 -0.09 -0.42
H 0.52 -0.47 -0.43
H 0.14 0.11 0.05
H 0.03 0.07 0.21
H 0.11 -0.57 -0.51
H 1.07 0.34 0.58
H 0.42 0.15 -0.04
H -0.31 0.23 -0.16
H -0.15 -0.51 -0.93
H 0.18 -0.02 -0.28
H 0.73 0.20 0.18
H 0.29 0.47 0.33



No. 2
ORCA calculation (ωB97M-V/def2-TZVPD) on a 8-piece molecular cluster, C30H65O17P2S7 overall at a distorted geometry.

Results
Spin multiplicity: 1
Calculated total energy in hartree: -5931.08171
Charge: -1
HOMO level in eV: -3.923
Lowest unoccupied orbital energy in eV: 1.175
Frontier orbital gap in eV: 5.098
Maximum force in hartree/bohr: 0.0340

Each line ends with the Mulliken charge.
Cartesian coordinates (Å):
S1 -3.57517 4.56641 3.65822  1.216
S2 0.77607 -2.69543 -1.22507  1.125
S3 3.36856 -8.00419 0.41672  1.286
S4 -4.64949 3.68657 -2.34567  1.337
S5 0.03887 0.22989 6.22253  1.196
S6 8.50335 0.08684 -1.81588  1.144
S7 -7.29361 4.79921 -7.80846  1.235
P1 3.23361 -0.98507 3.89370  0.321
P2 7.38567 -1.39752 3.61332  0.461
O1 4.46009 -7.19352 -0.05150  -0.709
O2 3.57802 -2.14164 2.55924  -0.248
O3 2.00464 -7.54511 0.34906  -0.665
O4 1.17304 0.89921 6.79858  -0.665
O5 8.87272 0.52520 -3.14145  -0.692
O6 8.44621 -1.31782 -1.49795  -0.647
O7 1.87519 -1.89527 -1.70644  -0.647
O8 -3.30552 3.54211 -1.84755  -0.676
O9 7.80553 -0.12770 4.27372  -0.663
O10 -6.79402 5.45725 -6.62564  -0.617
O11 0.12165 -1.06130 5.60349  -0.632
O12 4.97737 -0.53677 3.86687  -0.357
O13 -2.22862 4.43369 4.15745  -0.625
O14 -6.40038 4.18215 -8.75295  -0.725
O15 -0.58068 -2.19960 -1.30850  -0.707
O16 -4.68762 4.75866 4.55767  -0.722
O17 -5.77298 3.86740 -1.45861  -0.717
C1 -4.65635 4.97825 -3.58266  -0.854
C2 6.96634 0.85996 -1.32389  -0.806
C3 -1.26078 0.17966 7.46466  -0.836
C4 3.48179 -9.62046 -0.34929  -0.794
C5 8.61795 1.87090 0.16509  -0.811
C6 -9.84255 4.42093 -7.31830  -0.645
C7 5.68200 -1.27784 2.92282  0.714
C8 9.53891 0.91068 -0.59656  -0.722
C9 -3.26937 5.11375 1.11554  -0.555
C10 1.73444 -5.13804 -1.07484  -0.384
C11 -8.40881 5.92226 -8.66317  -0.690
C12 -3.91899 3.20328 2.54259  -0.585
C13 -2.03119 1.48050 7.25790  -0.738
C14 -4.98815 2.32758 -3.47254  -0.997
C15 -4.34114 4.25299 -4.88543  -0.729
C16 -2.17145 1.64520 5.73791  0.024
C17 3.71974 -8.55680 2.09182  -0.747
C18 -3.57984 5.85315 2.41537  -0.801
C19 0.86890 -4.30246 -2.01509  -0.834
C20 3.86618 -10.08161 2.01675  -0.598
C21 4.89657 -2.56685 2.70485  -0.962
C22 1.25638 -4.80090 0.34305  -0.628
C23 -8.54565 3.61826 -7.31336  -0.602
C24 -5.17017 2.96422 -4.85710  -0.172
C25 4.35725 -10.42730 0.60393  -0.594
C26 -4.10080 3.82674 1.15004  -0.440
C27 7.20409 1.28016 0.12338  0.013
C28 1.12868 -3.27567 0.43730  -0.100
C29 -0.80015 1.37020 5.11459  -0.787
C30 -9.79970 5.27914 -8.58994  -0.619
H1 5.26908 -3.04959 1.79046  0.392
H2 -3.06290 2.53094 2.57732  0.252
H3 -2.20666 4.86619 1.07340  0.298
H4 8.96076 2.01415 1.18869  0.394
H5 3.45107 -2.14405 4.76615  -0.224
H6 -8.05993 6.04469 -9.68522  0.340
H7 -5.87935 1.80725 -3.13070  0.429
H8 -4.57886 6.28855 2.39978  0.342
H9 -0.87047 0.90248 4.13566  0.434
H10 0.32080 -2.96647 1.09500  0.437
H11 2.78242 -4.84855 -1.18731  0.236
H12 3.09789 -0.18697 5.07294  -0.170
H13 -9.88461 5.06452 -6.43704  0.305
H14 -1.88506 -0.68698 7.24801  0.318
H15 8.62035 2.84803 -0.32416  0.322
H16 -4.13328 1.65461 -3.44210  0.399
H17 1.83161 -1.24455 3.82614  -0.239
H18 -4.87082 2.27577 -5.64640  0.487
H19 5.40193 -10.13005 0.49052  0.299
H20 -10.71353 3.76781 -7.29884  0.372
H21 4.64311 -8.07430 2.40648  0.409
H22 0.28461 -5.26965 0.51749  0.232
H23 -3.00096 1.45582 7.75537  0.373
H24 8.32675 -1.68562 2.59058  -0.010
H25 4.98851 -3.23985 3.57305  0.386
H26 4.28753 -11.49523 0.40045  0.343
H27 -3.50596 5.72341 0.24478  0.279
H28 2.99774 0.11871 2.97152  -0.229
H29 -0.19886 2.27474 5.04851  0.418
H30 -2.52263 2.63697 5.46848  -0.212
H31 10.34302 1.42590 -1.11627  0.418
H32 7.40838 -2.45087 4.55730  0.020
H33 -2.89879 0.91955 5.36134  0.289
H34 -8.37454 6.87662 -8.14140  0.357
H35 5.75513 -0.68087 1.99597  -0.206
H36 -8.28736 3.20858 -6.33973  0.317
H37 -3.92532 5.73769 -3.31451  0.462
H38 3.89938 -9.51269 -1.34770  0.401
H39 9.95062 0.14143 0.05414  0.360
H40 -6.22265 3.20874 -5.01512  -0.135
H41 -2.84306 6.60828 2.67956  0.438
H42 -0.80994 0.08217 8.44964  0.427
H43 4.54990 -10.44502 2.78254  0.321
H44 6.81467 1.72426 -1.97035  0.350
H45 -3.27764 4.00659 -4.92877  0.377
H46 7.15175 0.41118 0.77789  -0.212
H47 6.45672 1.99575 0.46010  0.491
H48 1.93717 -5.16928 1.10354  0.285
H49 2.90228 -8.24609 2.73704  0.361
H50 -4.58264 4.86817 -5.74817  0.343
H51 -0.14581 -4.69761 -2.07385  0.365
H52 -10.58037 6.03821 -8.59147  0.323
H53 2.47291 -10.02853 -0.40459  0.361
H54 -3.79684 3.13568 0.37551  0.343
H55 -9.95841 4.64368 -9.46329  0.298
H56 -5.65717 5.40977 -3.60266  0.391
H57 2.89749 -10.55469 2.19061  0.298
H58 1.28384 -4.18729 -3.01424  0.424
H59 2.06612 -2.82282 0.76753  -0.077
H60 1.65170 -6.19279 -1.29225  0.315
H61 -4.81110 2.68597 2.88665  0.411
H62 -8.56233 2.82730 -8.06250  0.387
H63 -5.15103 4.06669 0.98916  0.203
H64 -1.46338 2.31883 7.66765  0.308
H65 6.15037 0.15124 -1.44864  0.448

Atomic forces in eV per Å
S -0.18 0.16 -0.31
S -0.02 -0.26 0.19
S -0.12 -0.32 0.23
S -0.16 0.06 -0.57
S -0.33 0.07 0.02
S -0.09 0.17 0.07
S -0.26 -0.16 -0.11
P -0.80 0.13 0.55
P -0.24 1.57 0.73
O -0.09 0.10 -0.07
O 0.13 -0.01 -0.34
O 0.16 -0.35 0.09
O 0.07 -0.10 0.08
O 0.03 -0.13 -0.04
O 0.07 -0.04 -0.13
O -0.10 0.12 -0.09
O -0.03 0.04 0.18
O 0.37 -0.08 -0.17
O 0.11 0.01 -0.03
O 0.10 -0.17 0.18
O 0.21 -0.59 0.06
O -0.01 0.10 0.16
O 0.19 0.09 0.11
O 0.05 0.13 -0.10
O 0.15 -0.04 0.19
O 0.11 0.00 0.19
C 0.01 0.11 -0.26
C -0.16 0.09 0.18
C -0.23 0.21 0.12
C 0.14 -0.25 -0.02
C -0.03 0.05 0.00
C 0.03 0.09 -0.02
C 0.07 0.34 0.62
C 0.07 0.22 0.21
C 0.04 -0.09 0.05
C 0.01 0.49 -0.12
C -0.28 0.09 -0.12
C -0.03 -0.11 -0.29
C 0.06 -0.04 -0.07
C -0.09 -0.14 -0.29
C 0.11 -0.09 -0.01
C -0.10 -0.11 0.08
C 0.11 -0.20 0.21
C 0.02 0.05 -0.32
C 0.09 -0.22 0.01
C -0.01 0.00 -0.06
C 0.05 0.25 -0.70
C -0.15 0.15 -0.14
C -0.27 -0.03 0.08
C 0.01 0.01 0.00
C 0.01 0.05 0.06
C -0.01 0.06 0.40
C 0.13 0.00 -0.03
C 0.17 -0.13 0.15
C -0.22 0.20 -0.13
C 0.02 -0.05 0.03
H -0.23 -0.26 0.12
H 0.04 0.06 0.07
H 0.01 0.04 -0.01
H -0.01 -0.02 0.01
H 0.26 0.09 -0.09
H 0.12 0.01 0.04
H 0.04 0.01 0.13
H -0.01 -0.02 0.04
H 0.15 -0.04 0.01
H 0.03 0.16 -0.04
H 0.00 -0.02 -0.01
H -0.05 0.33 -0.28
H 0.01 -0.03 0.02
H 0.04 -0.03 -0.02
H 0.00 -0.01 -0.02
H 0.05 0.07 0.09
H -0.02 -0.38 0.00
H 0.00 -0.01 0.01
H 0.00 0.00 -0.03
H 0.00 0.00 0.01
H -0.01 0.06 -0.07
H 0.01 -0.03 -0.01
H 0.00 0.02 -0.01
H -0.30 -0.65 -0.08
H 0.22 0.01 -0.09
H 0.01 0.00 0.00
H 0.00 -0.02 -0.01
H 0.41 -0.11 -0.11
H 0.06 -0.04 0.04
H 0.05 -0.05 0.07
H 0.01 -0.10 -0.08
H -0.04 -0.38 -0.44
H 0.02 -0.04 0.04
H 0.08 -0.03 0.06
H 0.09 -0.38 -0.19
H 0.12 0.02 -0.02
H 0.00 -0.05 0.13
H -0.03 0.12 0.00
H -0.06 -0.07 -0.05
H 0.01 0.06 0.02
H -0.01 -0.05 0.14
H 0.11 -0.04 -0.06
H -0.01 0.01 0.01
H 0.04 -0.03 -0.05
H 0.00 0.01 0.05
H -0.05 -0.02 0.03
H -0.03 -0.04 0.03
H 0.02 0.04 0.01
H 0.00 0.13 -0.06
H -0.03 0.00 0.01
H -0.02 0.05 0.01
H 0.01 0.01 -0.01
H -0.02 0.06 0.00
H 0.03 -0.05 -0.02
H 0.02 -0.01 0.01
H -0.01 -0.02 0.02
H -0.01 0.01 -0.02
H -0.03 0.13 0.01
H -0.06 0.14 0.01
H -0.06 -0.02 -0.08
H 0.04 0.02 0.13
H 0.06 0.01 -0.01
H -0.02 0.00 -0.02
H 0.01 -0.01 0.01
H 0.07 -0.07 -0.06